119
Properties=species:S:1:pos:R:3 method="wB97M-V/def2-TZVPD" homo_lumo_gap_ev=1.793 total_energy_ev=-201621.0626 total_charge=-2
Lu 0.506 -0.337 0.206
C 0.409 0.979 4.841
C -0.157 0.381 3.703
N 0.777 0.296 2.690
N 1.990 0.880 3.163
C 1.741 1.326 4.451
B 3.292 0.919 2.348
N 3.119 1.957 1.138
C 3.479 3.201 0.996
C 2.862 3.745 -0.158
C 1.986 2.781 -0.562
N 2.172 1.618 0.151
N 3.625 -0.423 1.651
C 4.696 -1.221 1.749
C 4.291 -2.593 1.680
C 2.867 -2.459 1.452
N 2.566 -1.185 1.363
H 0.003 1.227 5.836
H -1.145 -0.083 3.588
H 2.513 1.830 5.003
H 4.227 1.199 3.011
H 4.229 3.625 1.676
H 3.020 4.748 -0.483
H 1.226 2.877 -1.328
H 5.717 -0.814 1.802
H 4.829 -3.490 1.776
H 2.149 -3.249 1.322
N -3.096 1.302 1.483
C -2.733 2.574 0.967
C -2.879 3.652 2.034
C -3.041 5.086 1.454
C -2.156 6.086 2.206
N -0.728 5.549 2.164
C 0.327 6.161 2.740
N 0.154 7.344 3.365
N 1.460 5.484 2.662
C -1.266 2.338 0.525
O -0.430 3.271 0.631
O -1.000 1.137 0.206
H -2.943 0.540 0.857
H -4.070 1.279 1.802
H -3.387 2.830 0.111
H -2.023 3.636 2.753
H -3.762 3.411 2.629
H -4.070 5.341 1.631
H -2.787 5.070 0.402
H -2.370 6.352 3.255
H -2.110 7.006 1.653
H -0.546 4.731 1.569
H -0.748 7.711 3.649
H 0.940 7.653 3.948
H 1.471 4.761 1.909
H 2.390 5.799 2.989
C -2.360 2.239 -4.450
Te -2.555 0.622 -2.916
C -4.407 1.837 -2.557
C -4.541 2.886 -3.571
C -5.693 3.688 -3.649
C -5.777 4.712 -4.550
C -4.771 4.957 -5.439
C -3.602 4.201 -5.340
C -3.489 3.167 -4.448
H -2.264 1.688 -5.404
H -1.432 2.693 -4.124
H -4.337 2.256 -1.541
H -5.288 1.143 -2.566
H -6.504 3.488 -2.868
H -6.690 5.276 -4.519
H -4.805 5.799 -6.139
H -2.836 4.385 -6.116
Se -3.515 -3.056 0.396
C -1.987 -2.402 0.790
N -0.860 -1.982 1.020
O -1.332 -6.544 1.222
S -1.295 -6.883 2.653
O -2.271 -7.830 3.177
N -1.307 -5.473 3.421
C -0.157 -5.149 4.092
S 0.482 -3.750 4.725
C 0.780 -6.297 4.061
C 2.083 -6.441 4.572
C 2.753 -7.630 4.391
C 2.148 -8.697 3.699
C 0.979 -8.556 3.079
C 0.291 -7.359 3.298
H 2.534 -5.579 4.994
H 3.798 -7.833 4.644
H 2.709 -9.612 3.570
H 0.552 -9.275 2.372
C 0.781 -4.604 -0.902
C 0.297 -4.612 -2.383
C -1.186 -5.045 -2.445
C 0.427 -3.262 -3.148
C -0.131 -3.214 -4.451
C 0.107 -2.163 -5.327
C 1.171 -1.331 -5.033
C 1.826 -1.349 -3.766
C 3.030 -0.440 -3.650
C 3.872 -0.528 -2.385
C 2.601 1.014 -3.916
C 1.188 -2.048 -2.653
N 0.996 -1.533 -1.514
H 0.389 -5.461 -0.342
H 0.437 -3.697 -0.387
H 1.889 -4.629 -0.831
H 0.924 -5.327 -2.962
H -1.886 -4.212 -2.167
H -1.483 -5.827 -1.711
H -1.429 -5.522 -3.410
H -0.849 -4.054 -4.603
H -0.505 -1.955 -6.174
H 1.530 -0.618 -5.755
H 3.599 -0.690 -4.559
H 3.305 -0.168 -1.462
H 4.740 0.104 -2.591
H 4.344 -1.520 -2.191
H 1.796 1.282 -3.207
H 2.256 1.132 -4.961
H 3.343 1.751 -3.753

***

109
Properties=species:S:1:pos:R:3 method="wB97M-V/def2-TZVPD" homo_lumo_gap_ev=7.025 total_energy_ev=-177917.0740 relative_energy_kcal_mol=0.00 total_charge=+1
Rh -0.707 -0.527 0.341
Br -3.303 -0.856 3.028
C -1.483 -0.815 3.445
C -1.141 -1.082 4.764
C 0.195 -1.113 5.111
C 1.135 -0.852 4.132
C 0.707 -0.551 2.857
N -0.598 -0.516 2.488
C 1.735 -0.171 1.807
O 2.880 0.030 2.143
O 1.226 0.009 0.634
H -1.923 -1.281 5.481
H 0.492 -1.341 6.126
H 2.200 -0.850 4.315
N -0.342 -0.299 -1.644
C -1.421 -0.096 -2.595
C -1.135 0.119 -3.934
C -2.176 0.403 -4.802
C -3.481 0.481 -4.329
C -3.760 0.233 -2.995
C -2.725 -0.085 -2.116
P -2.937 -0.598 -0.378
C -4.495 0.125 0.166
C -5.703 -0.414 -0.281
C -6.903 0.165 0.104
C -6.905 1.285 0.923
C -5.706 1.839 1.350
C -4.506 1.261 0.971
C -3.123 -2.405 -0.468
C -1.813 -2.954 -0.978
C -1.463 -4.388 -0.514
C -2.598 -5.170 0.077
C -3.754 -4.595 0.416
C -3.978 -3.156 0.225
H 0.269 -1.055 -1.954
H 0.232 0.549 -1.596
H -0.111 0.083 -4.288
H -1.966 0.583 -5.847
H -4.286 0.729 -5.007
H -4.779 0.285 -2.637
H -5.710 -1.283 -0.927
H -7.837 -0.262 -0.239
H -7.844 1.727 1.228
H -5.704 2.722 1.975
H -3.572 1.694 1.305
H -1.638 -2.724 -2.032
H -0.927 -4.964 -1.269
H -2.441 -6.227 0.257
H -4.542 -5.178 0.875
H -4.834 -2.713 0.720
C 0.891 2.972 3.503
Si -0.332 3.778 2.350
C -0.023 5.615 2.274
C -2.078 3.404 2.900
Sb -0.059 2.768 0.025
Si 2.286 3.338 -0.798
C 3.550 3.012 0.520
C 2.294 5.131 -1.324
C 2.499 2.219 -2.282
Si -1.566 4.258 -1.410
C -1.498 6.095 -1.061
C -3.324 3.665 -1.165
C -1.054 3.941 -3.182
H 0.819 3.423 4.497
H 1.917 3.091 3.149
H 0.703 1.904 3.610
H -0.152 6.079 3.256
H -0.703 6.104 1.578
H 0.998 5.817 1.943
H -2.232 3.709 3.938
H -2.268 2.330 2.837
H -2.811 3.927 2.282
H 3.524 3.799 1.277
H 4.549 3.008 0.075
H 3.397 2.049 1.011
H 2.358 5.791 -0.456
H 1.398 5.398 -1.886
H 3.158 5.338 -1.962
H 2.488 1.172 -1.967
H 3.451 2.402 -2.786
H 1.697 2.382 -3.008
H -2.054 6.344 -0.156
H -1.958 6.643 -1.888
H -0.478 6.462 -0.943
H -3.755 4.061 -0.242
H -3.367 2.578 -1.120
H -3.961 3.987 -1.994
H -0.019 4.236 -3.365
H -1.688 4.516 -3.863
H -1.160 2.885 -3.443
C 4.676 -6.087 3.685
C 3.882 -7.063 4.512
O 4.341 -8.071 4.962
S 2.202 -6.613 5.046
C 1.512 -5.728 3.677
C 1.568 -6.207 2.369
C 0.922 -5.530 1.350
C 0.194 -4.368 1.611
C 0.125 -3.912 2.919
C 0.783 -4.574 3.943
C -0.543 -3.716 0.521
C -0.789 -2.479 0.052
H 5.459 -6.626 3.158
H 5.142 -5.391 4.387
H 4.069 -5.511 2.995
H 2.104 -7.121 2.149
H 0.983 -5.911 0.337
H -0.468 -3.037 3.137
H 0.722 -4.203 4.959

***

111
Properties=species:S:1:pos:R:3 method="wB97M-V/def2-TZVPD" homo_lumo_gap_ev=5.937 total_energy_ev=-103677.0878 relative_energy_kcal_mol=0.00 total_charge=+1
Pt -0.743 0.085 -1.600
C -2.494 -3.055 -3.950
C -2.126 -1.822 -3.201
N -0.974 -1.622 -2.676
N 0.070 -2.482 -2.705
C 1.076 -1.968 -2.018
O 1.072 -0.830 -1.376
C 2.337 -2.731 -1.986
C 2.330 -4.109 -2.187
C 3.520 -4.815 -2.137
C 4.716 -4.149 -1.906
C 4.725 -2.774 -1.716
C 3.536 -2.064 -1.747
C -3.057 -0.681 -3.026
C -4.326 -0.672 -3.575
C -5.105 0.475 -3.491
C -4.587 1.601 -2.878
C -3.329 1.530 -2.306
N -2.601 0.414 -2.345
H -1.598 -3.643 -4.128
H -3.200 -3.662 -3.378
H -2.957 -2.806 -4.906
H 1.391 -4.614 -2.368
H 3.515 -5.888 -2.277
H 5.645 -4.704 -1.873
H 5.659 -2.256 -1.538
H 3.529 -0.994 -1.582
H -4.692 -1.556 -4.074
H -6.099 0.489 -3.915
H -5.146 2.524 -2.823
H -2.889 2.361 -1.774
C 0.385 1.664 3.620
Si -0.712 0.195 4.008
C -0.460 -0.334 5.794
C -2.514 0.630 3.755
Si -0.121 -1.619 2.607
Te -1.556 -1.391 0.521
Si -1.255 -3.623 3.236
C -3.097 -3.279 3.339
C -0.643 -4.202 4.909
C -0.905 -4.941 1.947
Si 2.214 -2.013 2.623
C 2.647 -2.130 4.445
C 3.237 -0.648 1.850
C 2.611 -3.644 1.800
H -0.065 2.586 3.998
H 0.524 1.786 2.545
H 1.370 1.557 4.084
H -0.734 0.475 6.477
H 0.578 -0.602 5.997
H -1.085 -1.196 6.041
H -2.819 1.407 4.461
H -3.162 -0.238 3.900
H -2.682 1.006 2.748
H -3.314 -2.549 4.123
H -3.640 -4.197 3.576
H -3.498 -2.887 2.401
H -0.694 -3.422 5.670
H 0.385 -4.564 4.860
H -1.270 -5.034 5.241
H -1.005 -4.546 0.934
H -1.598 -5.780 2.054
H 0.108 -5.332 2.056
H 2.567 -1.165 4.950
H 3.682 -2.471 4.547
H 2.010 -2.840 4.975
H 3.094 0.311 2.351
H 3.003 -0.529 0.790
H 4.295 -0.918 1.925
H 2.202 -4.477 2.376
H 3.692 -3.789 1.724
H 2.195 -3.698 0.795
F 1.921 4.954 -5.900
C 1.971 3.697 -6.369
F 1.307 3.669 -7.531
F 3.253 3.404 -6.615
C 1.370 2.743 -5.365
C 0.031 2.395 -5.444
C -0.486 1.573 -4.460
N 0.252 1.115 -3.446
C 1.545 1.430 -3.394
C 2.147 2.245 -4.336
H -0.595 2.745 -6.252
H -1.526 1.275 -4.485
H 2.108 1.011 -2.571
H 3.197 2.486 -4.255
C -2.432 5.710 2.650
C -3.452 4.847 2.281
C -3.166 3.732 1.509
C -1.866 3.455 1.079
C -0.848 4.334 1.462
C -1.132 5.446 2.238
C -1.678 2.220 0.284
C -0.650 1.817 -0.470
C 0.579 2.610 -0.692
C 1.791 2.179 -0.159
C 2.954 2.910 -0.355
C 2.921 4.077 -1.109
C 1.720 4.502 -1.666
C 0.558 3.775 -1.458
H -2.645 6.576 3.263
H -4.469 5.037 2.598
H -3.968 3.052 1.238
H 0.175 4.147 1.174
H -0.328 6.111 2.529
H -2.545 1.564 0.332
H 1.809 1.257 0.408
H 3.884 2.573 0.087
H 3.824 4.655 -1.258
H 1.689 5.410 -2.257
H -0.381 4.120 -1.880

***

107
Properties=species:S:1:pos:R:3 method="wB97M-V/def2-TZVPD" homo_lumo_gap_ev="2.614 / 4.270" spin_multiplicity=3 total_energy_ev=-65254.0938 s_squared=2.02
Pd 1.851 1.744 -0.291
C -3.098 4.788 -1.241
C -2.927 3.544 -2.118
C -2.810 2.284 -1.255
C -1.856 3.648 -3.199
C -2.293 3.900 -4.498
C -1.424 3.886 -5.573
C -0.098 3.553 -5.354
C 0.390 3.288 -4.081
C 1.808 2.763 -3.964
C 1.764 1.241 -3.790
C 2.707 3.399 -2.906
C -0.483 3.408 -2.981
N 0.002 3.228 -1.680
C 0.075 4.297 -0.919
C 0.438 4.228 0.433
N 0.832 3.089 1.003
C 0.857 3.069 2.407
C 2.008 2.685 3.131
C 1.992 2.782 4.516
C 0.873 3.203 5.213
C -0.280 3.489 4.506
C -0.317 3.407 3.118
C -1.665 3.574 2.431
C -2.245 4.978 2.599
C -2.658 2.522 2.930
C 3.286 2.203 2.469
C 4.357 3.292 2.465
C 3.810 0.902 3.077
H -4.065 4.752 -0.732
H -3.061 5.704 -1.834
H -2.325 4.849 -0.476
H -3.861 3.442 -2.683
H -1.874 2.266 -0.699
H -2.849 1.386 -1.874
H -3.642 2.248 -0.546
H -3.348 4.096 -4.658
H -1.781 4.097 -6.573
H 0.586 3.485 -6.193
H 2.272 2.965 -4.937
H 1.231 0.986 -2.870
H 2.769 0.824 -3.705
H 1.244 0.774 -4.630
H 2.433 3.040 -1.907
H 2.620 4.488 -2.890
H 3.747 3.122 -3.079
H -0.175 5.283 -1.319
H 0.365 5.132 1.036
H 2.890 2.525 5.066
H 0.893 3.283 6.293
H -1.182 3.767 5.040
H -1.525 3.396 1.365
H -2.369 5.228 3.655
H -3.224 5.050 2.122
H -1.596 5.733 2.154
H -2.916 2.677 3.980
H -2.244 1.518 2.833
H -3.583 2.571 2.349
H 3.053 1.958 1.428
H 4.644 3.553 3.487
H 3.992 4.197 1.978
H 5.248 2.954 1.934
H 4.163 1.039 4.103
H 4.647 0.531 2.483
H 3.032 0.137 3.088
F -3.151 -2.943 0.817
C -1.858 -3.234 0.529
C -0.927 -2.232 0.512
C 0.388 -2.517 0.146
C 1.365 -1.397 0.138
O 1.023 -0.337 0.648
C 2.641 -1.706 -0.472
C 2.903 -3.002 -0.753
N 2.051 -4.063 -0.588
C 2.478 -5.390 -0.925
C 2.638 -6.399 0.181
C 3.845 -5.826 -0.507
C 0.750 -3.822 -0.200
C -0.208 -4.843 -0.130
C -1.515 -4.556 0.228
N -2.454 -5.626 0.297
C -3.688 -5.516 1.048
C -4.240 -6.942 1.228
N -3.080 -7.885 1.094
C -2.618 -7.942 -0.342
C -2.609 -6.493 -0.853
C 3.766 -0.715 -0.847
O 4.892 -1.213 -0.920
O 3.430 0.464 -1.129
H -1.195 -1.212 0.756
H 3.884 -3.242 -1.141
H 2.112 -5.754 -1.881
H 2.367 -7.426 -0.025
H 2.435 -6.048 1.184
H 4.395 -6.452 -1.194
H 4.443 -5.119 0.050
H 0.085 -5.863 -0.333
H -4.457 -4.911 0.558
H -3.477 -5.066 2.017
H -4.946 -7.223 0.449
H -4.704 -7.095 2.200
H -3.290 -8.813 1.457
H -2.304 -7.486 1.630
H -3.311 -8.585 -0.882
H -1.629 -8.396 -0.332
H -3.541 -6.275 -1.392
H -1.795 -6.349 -1.557